# 1
DFT (ωB97M-V with the def2-TZVPD basis set) results for C22H30ClF3N6O4S3 as an isolated structure.

```
69
Properties=species:S:1:pos:R:3:forces:R:3
C 1.6568 -1.2487 -4.3583 -0.7 -1.4 0.5
C 2.7776 -2.3105 -4.1212 0.2 0.7 -0.9
S 3.1963 -2.5881 -2.3660 0.1 -0.3 -0.2
C 2.2902 -4.0975 -1.7779 -0.3 0.6 0.4
C 1.7651 -3.7576 -0.3642 0.4 -0.6 -1.1
C 0.7418 -2.8671 -0.1392 -0.3 0.5 0.8
C 0.0278 -2.1860 -1.3123 0.0 -0.7 0.4
C -1.4769 -2.6017 -1.5164 1.2 0.2 -1.5
O -1.7224 -2.4929 -2.9347 0.0 -0.3 0.6
C -1.7826 -4.0710 -1.1291 -1.7 1.0 -0.1
F -0.8533 -4.9493 -1.5452 -0.1 0.4 0.6
F -2.9364 -4.4425 -1.7562 0.5 0.0 0.4
F -2.0367 -4.1567 0.1922 0.7 -0.5 -0.4
C 0.2881 -2.5250 1.2303 0.4 -0.4 -0.5
C -0.8246 -1.4919 1.4702 0.7 -0.1 0.7
C -0.2783 -0.3077 2.3567 0.1 -0.8 -1.3
S -1.1735 1.2562 2.0868 -0.3 0.5 0.2
C -0.9119 1.8206 0.4430 0.9 0.1 -2.5
N 0.1062 2.4041 -0.1212 1.4 0.1 2.0
N -0.1210 2.7008 -1.4088 -1.7 -0.4 -1.1
C -1.3462 2.2632 -1.6733 2.4 0.6 1.4
O -1.8442 1.7084 -0.5666 -2.4 -1.0 0.1
C 0.9176 -3.1593 2.2690 -0.1 0.1 0.3
Cl 0.4821 -2.8744 3.9628 0.1 -0.2 -0.8
C 1.9867 -4.1061 2.0633 -0.6 0.7 0.5
N 2.6300 -4.7015 3.0869 0.7 -0.6 -2.4
S 3.7231 -5.6319 2.2891 0.1 0.0 0.1
N 3.4419 -5.3139 0.7158 -0.7 0.6 1.1
C 2.4305 -4.4243 0.7274 -0.7 0.6 0.9
H 1.6173 -0.5329 -3.5216 0.2 0.0 -0.6
H 0.6916 -1.7990 -4.3227 0.3 0.5 -0.1
H 1.7048 -0.7769 -5.3510 0.2 0.0 0.5
H 3.6916 -1.9021 -4.5976 -0.2 -0.4 0.5
H 2.5766 -3.2501 -4.6699 0.0 0.3 0.5
H 1.4545 -4.3453 -2.4519 0.4 0.1 0.2
H 2.9869 -4.9456 -1.7195 -0.3 0.3 -0.1
H 0.0985 -1.0820 -1.2615 -0.1 -0.5 0.1
H 0.5507 -2.4781 -2.2309 -0.3 0.2 0.3
H -2.1599 -1.8733 -1.0567 0.0 -0.8 0.1
H -1.3507 -3.3043 -3.3140 -0.1 0.3 -0.3
H -1.2192 -1.0980 0.5234 0.2 -0.2 0.5
H -1.6259 -1.9800 2.0534 0.1 0.2 -0.5
H -0.4582 -0.5801 3.4080 0.1 0.7 -0.4
H 0.8074 -0.2221 2.1811 -0.5 0.3 0.2
H -1.8528 2.3564 -2.6334 -0.2 -0.3 0.7
C -4.6274 3.2410 4.1888 0.0 0.0 0.1
O -3.6020 2.6870 4.5321 0.0 -0.1 -0.1
N -5.3930 2.8721 3.1394 -0.1 0.2 0.1
C -6.6073 3.5783 2.7832 0.2 -0.3 -0.1
C -4.9802 1.7285 2.3447 0.2 0.1 0.2
H -5.0245 4.1182 4.7273 -0.1 0.0 0.0
H -7.4545 2.8905 2.8303 -0.1 0.1 0.0
H -6.5159 3.9680 1.7669 -0.2 0.1 0.0
H -6.7844 4.4070 3.4666 0.1 0.0 0.0
H -4.9238 0.8472 2.9860 0.1 -0.1 -0.1
H -3.9902 1.9191 1.9285 0.0 -0.2 0.0
H -5.6897 1.5507 1.5391 0.0 0.1 0.1
C 4.4140 3.5824 -0.8864 -0.1 -0.1 0.0
O 5.5373 3.4357 -1.3304 0.0 0.1 0.0
N 3.9476 4.7129 -0.3168 -0.1 -0.1 0.0
C 2.5927 4.8157 0.1916 0.3 0.2 0.0
C 4.8322 5.8588 -0.2117 0.1 -0.2 -0.1
H 3.6645 2.7738 -0.9171 -0.1 0.0 0.0
H 2.0714 5.6181 -0.3358 -0.1 0.0 0.1
H 2.6257 5.0437 1.2598 -0.2 0.0 0.0
H 2.0523 3.8837 0.0432 0.0 0.0 0.0
H 5.1608 6.1577 -1.2086 0.1 0.1 0.1
H 5.7117 5.5873 0.3745 0.0 0.1 0.0
H 4.3161 6.6885 0.2668 -0.1 -0.1 0.0
```
Forces are in eV/Å.

Computed properties:
Frontier orbital gap = 7.6567 eV

=====

# 2
DFT (ωB97M-V with the def2-TZVPD basis set) results for C4H6F6KN3O15S6 as an isolated structure.

```
41
Properties=species:S:1:pos:R:3:forces:R:3
K 3.7291 -9.9349 -9.9656 0.0 -0.6 0.1
N -0.2700 -9.6116 -12.8736 1.5 0.3 -0.2
S -0.3222 -8.1174 -13.4230 -1.5 1.7 0.7
O -0.6118 -7.9332 -14.8046 -0.1 -0.4 -0.3
O 0.6123 -7.2352 -12.8074 0.3 0.1 0.1
F -1.7106 -7.7074 -12.7146 0.2 -0.4 -0.2
S 1.2534 -10.0578 -13.1079 -0.4 -1.4 -0.2
O 2.0471 -10.3650 -11.9540 -0.7 -0.1 0.4
O 1.9262 -9.3933 -14.1555 0.4 0.6 -0.8
F 0.9169 -11.4906 -13.7274 0.2 -0.3 0.3
N 4.6873 -14.0014 -7.1877 1.3 0.2 -1.5
S 5.7849 -12.8932 -7.5898 -0.5 1.3 1.8
O 5.2428 -11.7881 -8.3105 -0.1 0.0 -0.4
O 7.0980 -13.3512 -7.8938 0.0 -0.4 -0.5
F 5.9570 -12.2785 -6.1261 -0.1 0.0 0.0
S 5.0121 -15.2527 -8.1202 -1.8 -1.9 1.4
O 5.9766 -16.1416 -7.5547 0.3 0.1 -0.5
O 4.9348 -15.0561 -9.5287 0.6 0.4 -0.7
F 3.6310 -16.0539 -7.8682 0.3 0.4 0.2
N 5.3186 -7.7944 -10.2860 3.0 0.0 -0.3
S 6.8525 -7.8938 -9.6698 -0.6 -0.9 3.2
O 7.1580 -6.8367 -8.7760 -0.1 1.1 0.0
O 7.9245 -8.4197 -10.4384 -0.3 0.0 -0.9
F 6.5224 -9.0650 -8.6397 -0.2 -0.3 -0.2
S 5.6963 -7.4004 -11.7835 -3.3 2.0 -2.8
O 6.1142 -8.4402 -12.6434 0.6 -1.0 -0.1
O 6.2170 -6.0871 -11.9673 1.3 0.2 0.6
F 4.2054 -7.1131 -12.2897 -0.3 -0.7 0.5
C 4.9902 -14.4273 -12.7642 0.6 -0.9 -0.6
C 3.6280 -13.8293 -12.5405 0.0 -0.4 0.7
C 2.4926 -14.7789 -12.1032 -0.1 0.0 -0.2
O 2.0599 -14.2864 -10.8379 0.1 0.0 0.1
C 2.8255 -13.2399 -10.4639 -0.3 0.0 -0.6
O 2.6733 -12.6088 -9.4685 -0.1 0.1 0.2
O 3.7242 -12.9458 -11.4139 0.0 0.3 0.0
H 5.7673 -13.6748 -12.6379 -0.1 0.2 -0.3
H 5.0610 -14.8790 -13.7613 0.0 0.4 -0.1
H 5.2909 -15.2567 -12.1227 -0.5 0.2 0.6
H 3.3062 -13.2667 -13.4162 0.1 0.3 0.1
H 2.7822 -15.8220 -11.9790 0.2 0.1 0.0
H 1.6582 -14.7140 -12.8020 -0.1 -0.1 0.1
```
Forces are in eV/Å.

Computed properties:
Charge = -2
Frontier orbital gap = 9.3349 eV

=====

# 3
DFT (ωB97M-V with the def2-TZVPD basis set) results for C8H12CsO5 as an isolated structure.

```
26
Properties=species:S:1:pos:R:3:forces:R:3
O 4.2120 -0.0641 0.2299 -0.1 -3.2 -0.1
C 3.5215 -1.5543 0.3148 0.6 2.6 -1.2
C 2.4438 -1.3297 1.3170 -0.4 3.5 -0.4
C 2.1869 0.4015 1.3077 0.8 -1.5 4.3
O 1.0006 0.8743 0.9644 -0.9 0.5 -1.6
O 2.8252 1.1063 2.0774 -0.5 -1.3 -1.6
Cs 8.0939 2.4575 1.3020 -0.2 -0.1 0.0
H 4.1631 -2.3897 0.6157 0.5 0.7 -0.3
H 3.1128 -1.7179 -0.6918 0.3 0.0 0.3
H 1.5059 -1.7953 1.0011 0.2 -0.2 0.6
H 2.8212 -1.5199 2.3321 -0.7 0.0 -0.3
C 0.1347 0.2853 0.0515 -0.2 -0.4 0.2
C -1.1642 0.5664 0.0793 0.3 -0.1 0.4
C -2.1610 -0.3001 -0.6346 0.0 0.2 -0.4
C -3.0905 0.4346 -1.5911 -0.2 -0.1 -0.5
O -4.1185 1.1355 -0.8792 0.4 0.3 0.5
C -5.3436 0.7179 -1.0473 -0.3 -0.6 -0.4
O -6.0858 1.4212 -0.2199 0.0 0.4 0.2
H 0.5699 -0.4252 -0.6521 0.0 0.0 0.3
H -1.5241 1.3734 0.7225 0.1 -0.3 0.0
H 4.4365 0.1456 -0.6825 -0.1 -0.6 -0.2
H -2.7798 -0.8402 0.0987 0.2 0.2 -0.1
H -1.6283 -1.0613 -1.2218 -0.1 0.1 0.1
H -3.5740 -0.2773 -2.2713 0.1 0.2 0.1
H -2.5494 1.1847 -2.1811 -0.1 -0.2 0.2
H -7.0086 1.1709 -0.3415 0.1 -0.1 -0.1
```
Forces are in eV/Å.

Computed properties:
Charge = +1
Frontier orbital gap = 6.5333 eV
Energy above the lowest of the compared OMol25 structures with the same formula, charge and spin = 119.0 kJ/mol